Version 1
Density functional theory data (ωB97M-V/def2-TZVPD) for a 2-piece molecular cluster, C7H15NO overall.

## Properties
Structure (SMILES): C/N=C\C(C)C.CC=O
Molecular weight, g mol⁻¹: 129.203

Last column: natural (NBO) charge in e.
CARTESIAN COORDINATES (ANGSTROEM)
O  -1.590  -0.678  1.962  -0.5487
N  -0.449  -0.487  -1.072  -0.4338
C  2.479  1.019  -1.101  -0.5921
C  0.043  0.639  -0.817  0.1509
C  1.309  1.080  -0.111  -0.2984
C  -3.298  -0.428  0.295  -0.7408
C  1.629  0.312  1.173  -0.6127
C  0.108  -1.747  -0.679  -0.4582
C  -2.262  0.032  1.262  0.4636
H  -3.588  -1.455  0.499  0.2290
H  2.268  1.620  -1.985  0.2105
H  -2.124  1.133  1.286  0.0963
H  -0.303  -2.503  -1.348  0.2016
H  1.158  2.132  0.161  0.2058
H  2.041  -0.670  0.964  0.2037
H  2.664  -0.005  -1.423  0.2043
H  0.736  0.187  1.781  0.2341
H  3.385  1.401  -0.628  0.2106
H  -4.161  0.230  0.310  0.2231
H  -2.843  -0.383  -0.694  0.2731
H  2.365  0.867  1.752  0.2093
H  -0.223  -1.974  0.336  0.2280
H  -0.541  1.471  -1.212  0.1615
H  1.197  -1.792  -0.712  0.1794

---

Version 2
Density functional theory data (ωB97M-V/def2-TZVPD) for a 2-piece molecular cluster, C7H15NO overall.

## Properties
Structure (SMILES): CC(C)=[NH+][O-].C=C(C)C
Molecular weight, g mol⁻¹: 129.203

Last column: natural (NBO) charge in e.
CARTESIAN COORDINATES (ANGSTROEM)
O  1.988  -1.768  1.276  -0.5935
N  1.816  -0.953  0.334  -0.0481
C  1.910  0.795  1.897  -0.6826
C  -1.549  0.351  0.788  -0.4315
C  1.629  1.140  -0.731  -0.6434
C  1.787  0.309  0.519  0.2245
C  -1.546  -1.771  -0.506  -0.6284
C  -1.832  -0.333  -0.321  0.0219
C  -2.303  0.417  -1.528  -0.6555
H  -0.697  -1.881  -1.402  0.1868
H  -1.131  -2.068  0.442  0.2315
H  -1.767  1.386  0.995  0.2022
H  -1.800  1.407  -1.630  0.2156
H  -0.962  -0.181  1.534  0.1920
H  -2.437  -2.325  -0.804  0.2266
H  2.365  1.781  1.775  0.2174
H  1.699  -1.399  -0.635  0.3541
H  2.456  1.888  -0.690  0.2246
H  -2.026  -0.175  -2.422  0.2099
H  -3.404  0.559  -1.482  0.2271
H  0.609  1.409  -0.757  0.2316
H  0.925  0.853  2.375  0.2372
H  2.515  0.022  2.513  0.2734
H  1.755  0.535  -1.539  0.2064

---

Version 3
Density functional theory data (ωB97M-V/def2-TZVPD) for an isolated molecule of C7H15NO.

## Properties
Structure (SMILES): [H]/N=C(\C)C[C@H](C)[C@H](C)O
Molecular weight, g mol⁻¹: 129.203

Last column: natural (NBO) charge in e.
CARTESIAN COORDINATES (ANGSTROEM)
O  1.330  0.812  -1.997  -0.7322
N  -1.598  1.738  0.635  -0.6522
C  -1.707  -0.105  2.277  -0.6872
C  0.697  -0.384  -0.008  -0.1985
C  0.231  0.207  -1.341  0.0657
C  0.443  0.663  1.163  -0.4682
C  2.171  -0.774  -0.019  -0.6059
C  -1.017  0.876  1.363  0.3351
C  -0.449  -0.827  -2.240  -0.6276
H  2.465  -1.176  0.949  0.2012
H  -0.541  1.001  -1.077  0.2047
H  0.086  -1.266  0.212  0.1935
H  0.918  1.593  0.861  0.2348
H  0.261  -1.598  -2.542  0.2065
H  -0.835  -0.351  -3.142  0.2028
H  -2.792  -0.056  2.179  0.2165
H  -1.283  -1.294  -1.719  0.2076
H  2.362  -1.525  -0.781  0.2121
H  2.780  0.098  -0.241  0.2250
H  -1.445  0.138  3.311  0.2288
H  1.003  1.261  -2.783  0.4711
H  -2.603  1.813  0.789  0.3339
H  -1.377  -1.126  2.080  0.2240
H  0.902  0.281  2.072  0.2085

---

Short version: version 2 is the least stable of them.

---

Version 1
Density functional theory data (ωB97M-V/def2-TZVPD) for a 15-piece molecular cluster, C18H66N10O15 overall.

## Properties
Molecular weight, g mol⁻¹: 662.781

Last column: Löwdin charge in e.
CARTESIAN COORDINATES (ANGSTROEM)
O  2.493  4.494  2.178  -0.0639
O  -2.285  -0.792  -2.493  -0.1283
O  -3.615  -2.051  2.761  -0.1243
O  0.518  -2.930  -0.345  -0.1413
O  2.107  -0.774  3.634  -0.1461
O  -0.757  0.699  0.885  -0.1036
O  -1.227  0.758  -5.003  -0.1352
O  2.428  -0.967  -2.515  -0.1873
O  -0.490  4.505  -0.748  -0.1154
O  -4.098  0.663  -4.671  -0.1224
O  -0.800  1.650  3.423  -0.1664
O  4.955  -0.394  0.175  -0.0797
O  3.833  2.892  -2.411  -0.1201
O  2.881  -4.529  1.254  -0.1470
O  -4.770  2.340  -0.054  -0.1103
N  3.317  -2.090  -0.133  0.1405
N  0.121  -0.193  -1.114  0.1788
N  1.366  -0.234  0.649  0.1840
N  -5.326  2.376  -3.621  0.1697
N  2.048  -5.256  3.365  0.1811
N  1.563  2.301  -2.263  0.1523
N  0.777  -3.974  2.123  0.1789
N  4.009  -1.794  1.859  0.1435
N  -3.890  1.426  -2.422  0.1814
N  2.982  1.216  -1.002  0.1397
C  -2.410  -1.256  2.775  -0.1409
C  -1.195  2.960  3.778  -0.1369
C  0.235  0.062  0.141  -0.5867
C  -3.231  -1.276  -0.456  -0.0658
C  3.193  3.317  2.187  -0.3079
C  2.084  -0.608  -3.831  -0.1040
C  -4.508  1.398  -3.569  -0.6027
C  0.932  -1.471  4.061  -0.1266
C  1.901  -4.634  2.251  -0.5740
C  -3.563  2.476  0.592  -0.1587
C  0.326  -3.632  -1.584  -0.2433
C  -0.919  1.828  -4.205  -0.2123
C  4.150  -1.416  0.591  -0.5897
C  -0.207  3.749  0.361  -0.1893
C  2.190  2.132  2.517  -0.0607
C  2.813  2.154  -1.854  -0.6489
C  -3.162  -1.700  -1.889  -0.2864
C  1.661  -4.177  -2.068  -0.0558
H  0.357  4.392  1.072  0.0848
H  -0.525  -4.294  -1.534  0.1066
H  -2.074  -1.120  -3.369  0.1082
H  -1.032  5.280  -0.536  0.0899
H  0.860  -0.586  -1.735  0.0984
H  2.058  -4.829  -1.379  0.0348
H  -4.295  1.815  -1.511  0.0874
H  -2.216  0.747  -5.059  0.0504
H  -5.410  2.554  0.587  0.0873
H  2.671  1.210  2.433  0.0266
H  -2.559  -0.364  2.202  0.0445
H  -5.979  2.443  -2.843  0.1276
H  1.027  -0.257  -3.851  0.0688
H  4.551  -1.220  2.580  0.1759
H  4.113  3.173  2.785  0.1182
H  -2.814  -2.780  -1.855  0.1337
H  3.119  -3.054  0.218  0.0919
H  2.752  -0.132  -2.163  0.0241
H  0.649  -3.444  1.232  0.0820
H  3.594  -2.708  2.050  0.0923
H  0.369  -1.952  -0.523  0.0612
H  0.103  2.170  -4.284  0.0545
H  -3.654  -0.288  -0.345  0.0681
H  -2.745  2.142  -0.018  0.0614
H  2.573  -1.152  2.905  -0.0159
H  2.196  4.644  3.091  0.0998
H  -1.162  3.371  0.720  0.0444
H  -1.060  1.436  2.492  0.0247
H  -2.213  3.106  3.467  0.0700
H  -3.344  0.560  -2.361  0.0559
H  0.247  -1.258  3.200  0.0602
H  1.485  0.000  1.584  0.0605
H  1.881  2.357  3.513  0.0701
H  2.219  0.748  -0.378  0.0977
H  1.545  -4.606  -3.070  0.0903
H  1.169  -2.518  4.168  0.0373
H  1.429  -5.062  4.148  0.1222
H  -4.103  -1.680  -2.366  0.1057
H  -1.096  1.492  -3.159  0.0635
H  2.060  -1.521  -4.483  0.1064
H  -3.617  -2.704  3.461  0.0652
H  1.296  2.127  1.936  0.0321
H  1.371  3.164  -2.806  0.1397
H  -5.868  2.575  -4.401  0.0935
H  -1.503  2.701  -4.522  0.0965
H  -0.168  -2.952  -2.301  0.1034
H  -2.253  -1.274  -0.019  0.0434
H  0.880  1.529  -1.958  0.1002
H  0.456  2.940  -0.007  0.0689
H  -0.842  -0.150  -1.464  0.1035
H  2.626  -6.059  3.564  0.1312
H  -1.676  -1.811  2.251  0.0384
H  -2.049  -1.123  3.800  0.0860
H  -3.513  3.528  0.769  0.0905
H  0.005  -3.976  2.754  0.1090
H  -0.499  3.535  3.171  0.0556
H  -0.949  3.222  4.760  0.0619
H  2.671  0.209  -4.242  0.1013
H  0.478  -1.119  5.060  0.1189
H  -3.783  -2.049  0.108  0.0969
H  3.535  3.104  1.169  0.1015
H  2.045  -0.983  0.387  0.0945
H  3.927  0.952  -0.703  0.0973
H  3.184  -1.797  -1.084  0.0728
H  -3.464  1.860  1.487  0.0901
H  2.539  -3.512  -2.103  0.0684

---

Version 2
Density functional theory data (ωB97M-V/def2-TZVPD) for a 15-piece molecular cluster, C18H66N10O15 overall.

## Properties
Molecular weight, g mol⁻¹: 662.781

Last column: Löwdin charge in e.
CARTESIAN COORDINATES (ANGSTROEM)
O  -4.467  -1.415  2.395  -0.1100
O  -5.731  -1.900  -3.781  -0.1346
O  3.928  -0.704  2.853  -0.0731
O  0.787  -3.409  1.726  -0.1018
O  -2.501  -3.519  0.753  -0.1322
O  1.431  -1.394  6.118  -0.1135
O  -4.167  0.566  0.668  -0.1103
O  -0.984  4.470  1.257  -0.0824
O  -0.159  -2.383  -2.582  -0.1632
O  5.242  -1.614  -2.854  -0.0676
O  -0.134  0.881  -2.682  -0.1249
O  -0.942  -0.861  1.944  -0.1668
O  3.625  3.827  -2.232  -0.0550
O  0.927  2.298  1.994  -0.1610
O  5.609  1.927  0.626  -0.0584
N  -1.124  -1.371  -0.301  0.1203
N  4.216  2.777  -4.225  0.1320
N  2.263  2.389  -3.316  0.1820
N  -2.026  2.317  -2.922  0.1781
N  -3.991  -0.533  -3.221  0.1312
N  0.267  0.323  0.146  0.2336
N  -2.842  -1.210  4.105  0.1794
N  -4.887  -1.635  -1.622  0.1868
N  -4.841  -1.714  4.765  0.1302
N  -2.242  0.668  -1.652  0.1176
C  -3.444  1.691  1.098  -0.1569
C  4.150  -0.738  -2.996  -0.3443
C  3.312  1.633  0.105  -0.0660
C  4.803  1.172  -0.166  -0.3195
C  -1.820  -4.433  -0.061  -0.1598
C  -0.485  -0.655  0.585  -0.5185
C  -4.046  -1.457  3.720  -0.5777
C  -0.992  4.029  -0.119  -0.3104
C  2.918  -1.071  -2.212  -0.0592
C  1.718  -3.619  0.717  -0.1812
C  -1.406  -2.595  -3.201  -0.1287
C  0.302  4.346  -0.843  -0.0534
C  0.515  -0.708  5.248  -0.1496
C  -4.829  -1.425  -2.878  -0.7206
C  3.395  2.988  -3.204  -0.7064
C  2.610  -0.798  2.491  -0.2252
C  -0.065  1.980  2.974  -0.1027
C  -1.433  1.290  -2.421  -0.6269
H  1.894  0.164  2.607  0.0956
H  -2.133  -1.090  3.406  0.0489
H  1.222  4.095  -0.262  0.0755
H  -3.238  -0.040  -2.649  0.0431
H  -3.058  1.068  -1.217  0.0921
H  0.613  0.320  -0.855  0.1096
H  -2.334  -5.362  -0.371  0.0920
H  -2.163  -2.009  -2.618  0.0638
H  -1.174  2.945  -0.005  0.0757
H  -4.829  -0.970  5.466  0.1199
H  5.217  2.736  -3.919  0.1321
H  3.957  0.165  3.268  0.0947
H  2.404  -1.887  -2.698  0.0607
H  -2.974  2.540  -2.528  0.1538
H  1.914  -2.156  5.742  0.0904
H  -0.927  2.377  2.552  0.0361
H  0.378  -2.637  1.347  0.0144
H  2.076  1.739  -4.092  0.1291
H  3.051  1.286  1.119  0.0432
H  -1.850  4.321  -0.692  0.0930
H  -1.723  -3.662  -3.233  0.1081
H  -4.409  -1.089  -0.963  0.0597
H  5.557  2.825  0.340  0.0782
H  -2.425  1.469  1.278  0.0438
H  1.307  -3.840  -0.295  0.0826
H  5.176  1.304  -1.227  0.1046
H  4.907  0.040  0.073  0.1420
H  -5.843  -2.031  -1.349  0.1745
H  -1.419  -4.004  -0.973  0.0441
H  2.514  -0.895  1.411  0.0478
H  0.673  0.954  0.831  0.0598
H  -2.488  -1.650  4.966  0.1310
H  -0.335  -1.236  4.761  0.0671
H  -5.778  -1.962  4.403  0.1246
H  0.072  0.090  5.762  0.0640
H  1.592  2.487  -2.598  0.0493
H  3.940  -0.743  -4.059  0.1121
H  2.423  -4.470  0.947  0.1093
H  2.107  -1.565  3.135  0.0875
H  -1.395  -2.092  -4.159  0.0896
H  -3.932  -0.014  1.364  -0.0052
H  2.337  -2.813  0.670  0.0095
H  2.759  1.030  -0.534  0.0026
H  0.410  3.781  -1.752  0.0368
H  -3.854  2.122  1.980  0.0864
H  0.161  2.497  3.870  0.0863
H  4.393  0.228  -2.785  0.0327
H  -1.861  4.334  1.638  0.0831
H  -2.635  -3.869  1.672  0.1335
H  -1.456  2.992  -3.513  0.1663
H  -1.833  -2.102  0.028  0.1090
H  -0.695  -1.776  -1.233  0.1000
H  1.096  -0.256  4.436  0.0347
H  -1.792  -0.156  -1.103  0.0900
H  4.087  2.067  -4.989  0.1253
H  -0.877  -4.797  0.430  0.0866
H  3.152  2.728  0.086  0.0758
H  -3.466  2.405  0.276  0.0715
H  2.236  -0.236  -2.302  0.0399
H  2.993  -1.226  -1.129  0.0750
H  1.070  3.241  2.042  0.0819
H  -0.041  0.916  3.146  0.0390
H  0.457  -2.983  -3.013  0.1021
H  0.377  5.442  -0.996  0.0960
H  5.917  -1.420  -3.565  0.1168
H  -3.961  -0.081  -4.173  0.1514

---

Short version: version 2 is the least stable of them.